(1)
54
Properties=species:S:1:pos:R:3 method="wB97M-V/def2-TZVPD" e_lumo_ev=-1.55
C 1.5757 -4.3549 -1.6846
N 2.7873 -3.6031 -1.3985
C 4.0244 -4.2047 -1.2185
C 4.9316 -3.2153 -1.0862
N 4.2399 -2.0106 -1.1942
C 4.8761 -0.7060 -1.1242
C 2.9151 -2.2668 -1.3425
C 1.8288 -1.2814 -1.5550
C 0.5313 -1.5732 -0.9438
C -0.5062 -0.6759 -1.0795
C -1.8222 -1.2920 -1.2319
C -2.4466 -1.1502 -2.4994
C -3.1911 -2.2195 -2.9926
C -3.4678 -3.3272 -2.1546
C -3.0218 -3.3559 -0.8190
C -2.2402 -2.3039 -0.3324
O 2.1073 -0.2096 -2.1364
H 0.6948 -3.7241 -1.8971
H 1.7594 -4.9810 -2.5699
H 1.3446 -5.0070 -0.8259
H 4.1053 -5.2702 -1.2214
H 5.9898 -3.2705 -0.9368
H 4.2120 0.0678 -1.5283
H 5.1282 -0.4545 -0.0819
H 5.8065 -0.7135 -1.7103
H 0.4903 -2.4135 -0.2256
H -0.3388 0.3089 -1.5100
H -2.2265 -0.2433 -3.0746
H -3.5152 -2.1908 -4.0359
H -3.9440 -4.2244 -2.5739
H -3.2503 -4.2154 -0.1727
H -1.9438 -2.2628 0.7184
C 0.4803 0.1932 1.4136
O -0.7601 0.8136 0.7404
C -1.0227 2.1058 0.6622
S 0.0668 3.2089 1.6052
O 0.3509 2.6412 2.9343
O 1.1281 3.7843 0.8023
C -1.0381 4.5102 2.2034
C -2.3637 4.3588 1.8535
C -3.2988 5.2032 2.4656
C -2.8857 6.0314 3.5133
C -1.5745 5.9773 4.0081
C -0.6491 5.1561 3.3776
S -2.6608 3.0111 0.6520
O -3.0273 3.6844 -0.5756
O -3.5826 2.0755 1.2675
H 1.3666 0.1796 0.7584
H 0.6540 0.7773 2.3109
H 0.1942 -0.8277 1.7196
H -4.3184 5.2053 2.0929
H -3.5951 6.7121 3.9772
H -1.2440 6.5577 4.8698
H 0.3461 4.9850 3.7871

(2)
12
Properties=species:S:1:pos:R:3 method="wB97M-V/def2-TZVPD" e_lumo_ev="0.63 / 0.63"
C -0.6356 -1.7228 -1.4429
C 0.7563 1.5441 1.5017
N -1.2511 -1.0208 -2.3458
N -0.1671 -1.1802 -0.3501
N -1.6612 -0.1914 -3.0141
N -0.2317 0.0169 0.0164
N 0.3229 0.1555 1.2023
H -0.6331 -2.7369 -1.6590
H 1.5797 2.0079 0.8580
H -0.0642 2.0907 1.2154
H 0.9410 1.6359 2.6705
H 1.0442 -0.5987 1.3477

(3)
90
Properties=species:S:1:pos:R:3 method="wB97M-V/def2-TZVPD" e_lumo_ev=-3.78 charge=+1
Ti -0.2875 0.0008 0.5185
O 1.7998 -2.3760 -4.9027
C 2.1447 -3.1546 -3.9858
O 2.4881 -4.3288 -3.9515
C 2.0447 -2.4122 -2.6279
C 2.3900 -1.0726 -2.5368
C 2.0256 -0.3210 -1.4393
N 1.3621 -0.8816 -0.3956
C 1.1490 -2.2252 -0.4231
C 1.4328 -3.0004 -1.5217
C 0.5884 -2.7774 0.8294
C 0.6866 -4.1098 1.1929
C 0.1388 -4.5117 2.4011
C -0.4945 -3.5751 3.2058
C -0.5557 -2.2643 2.7743
N -0.0176 -1.8741 1.6176
C 2.5102 1.0829 -1.3344
C 2.8120 1.8152 -2.4783
C 3.4210 3.0484 -2.3471
C 3.7248 3.5084 -1.0769
C 3.3596 2.7239 0.0040
N 2.7500 1.5458 -0.1068
H 2.9302 -0.6244 -3.3566
H 1.1943 -4.0556 -1.5491
H 1.1991 -4.8144 0.5539
H 0.2087 -5.5456 2.7108
H -0.9365 -3.8557 4.1508
H -1.0544 -1.5003 3.3568
H 2.5677 1.4312 -3.4582
H 3.6645 3.6323 -3.2244
H 4.2315 4.4504 -0.9225
H 3.5855 3.0532 1.0123
C -3.0794 -2.5202 0.3101
C -2.7820 -1.0959 -0.1555
C -3.7181 -0.7376 -1.3027
O -1.4093 -0.9504 -0.5115
C -2.9767 -0.1126 1.0248
O -4.0441 0.3107 1.3694
O -1.8095 0.2314 1.5740
H -2.8205 -3.2184 -0.4867
H -4.1438 -2.6097 0.5247
H -2.5232 -2.7870 1.2071
H -3.8195 -1.5792 -1.9879
H -3.3502 0.1225 -1.8602
H -4.6966 -0.4965 -0.8917
H -1.5469 -1.3269 -2.4739
C -1.1121 -1.2926 -6.0942
N -0.7814 -0.1706 -5.2021
C -0.2277 0.9875 -5.6826
C 0.0521 2.0243 -4.8717
C -0.2420 1.9057 -3.4588
O -0.0854 2.8378 -2.6535
N -0.7138 0.6983 -3.0169
C -0.9588 -0.2604 -3.8714
O -1.4397 -1.4098 -3.4418
H -1.2343 -0.9010 -7.1003
H -2.0330 -1.7589 -5.7601
H -0.3053 -2.0241 -6.0690
H -0.0514 1.0074 -6.7485
H 0.4745 2.9406 -5.2544
C -1.6150 3.5324 1.3500
S -0.9139 3.1393 -0.2671
C -2.4714 2.7087 -1.0389
O -0.2358 1.7719 0.0529
H -2.3512 4.3224 1.1996
H -0.8221 3.9000 1.9978
H -2.0884 2.6489 1.7743
H -3.2099 2.4240 -0.2918
H -2.2491 1.8865 -1.7146
H -2.8020 3.5739 -1.6116
C 1.5768 2.4790 2.7785
P 1.0853 0.7126 2.6400
C 2.6773 -0.1761 2.6965
C 0.4052 0.4723 4.3208
C -0.8133 1.0938 4.6084
C -1.3215 1.0871 5.8958
C -0.6253 0.4440 6.9120
C 0.5596 -0.2149 6.6251
C 1.0744 -0.2051 5.3343
H 0.8599 2.9938 3.4156
H 1.5959 2.9490 1.7981
H 2.5603 2.5502 3.2421
H 3.2815 0.1657 3.5359
H 3.2015 0.0187 1.7633
H 2.4991 -1.2486 2.7877
H -1.3697 1.5731 3.8107
H -2.2585 1.5832 6.1123
H -1.0062 0.4549 7.9243
H 1.0941 -0.7342 7.4096
H 1.9972 -0.7326 5.1342

(4)
7
Properties=species:S:1:pos:R:3 method="wB97M-V/def2-TZVPD" e_lumo_ev="0.20 / -4.84" multiplicity=3
C 0.2426 -0.2607 0.4913
N -0.5971 0.5750 -0.3783
O -0.5870 1.7032 0.0768
O -1.1581 0.1934 -1.3613
F -0.3465 -1.2221 1.0679
Cl 1.5097 -1.3037 -1.1390
H 0.9364 0.3148 1.2427